# 1
Below is a structure of composition C33H43B2N6O2S3Zr, with properties calculated with ωB97M-V with the def2-TZVPD basis set.

## Properties
total charge: +3
gap between HOMO and LUMO: 6.7 eV
energy relative to the best compared isomer or geometry (same formula, charge and spin): 23.1 kJ/mol

Last column: Mulliken charge in e.
Cartesian coordinates (Å):
Zr: -0.29147 -0.71875 -3.46596  0.62
C: -4.16895 -1.72292 -1.09092  -1.85
C: -2.74983 -1.55802 -0.65480  -0.75
C: -2.17509 -2.28530 0.34498  -0.39
C: -0.80222 -2.11272 0.68527  -0.15
N: -0.06942 -1.22305 0.07728  -1.00
N: -0.62902 -0.44600 -0.88053  1.50
B: 0.27608 0.85287 -1.06693  -0.56
N: -0.50378 2.10199 -0.65821  0.54
N: -1.14687 2.38447 0.45574  -0.85
C: -1.76614 3.55413 0.47070  0.03
C: -1.73718 4.40804 -0.66438  0.11
C: -1.09763 4.07180 -1.83721  0.12
C: -1.04785 4.92124 -3.06648  -1.74
C: -0.47349 2.82859 -1.76687  0.83
S: 0.57431 1.84594 -2.80983  -0.28
C: -2.49699 3.96186 1.73145  1.76
C: -1.85525 5.26010 2.25493  -1.49
C: -3.97338 4.21504 1.38202  -1.58
C: -2.39816 2.87537 2.79952  -1.62
N: 1.65768 0.59328 -0.51049  0.83
N: 1.89787 1.19729 0.64415  -0.52
C: 3.08979 1.06371 1.18679  -0.35
C: 4.07782 0.29380 0.53780  -0.45
C: 3.82497 -0.33523 -0.65732  0.55
C: 4.85136 -1.15183 -1.37631  -1.91
C: 2.53118 -0.15905 -1.18678  0.90
S: 2.08469 -0.93720 -2.69195  -0.35
C: 3.29609 1.78274 2.50855  2.21
C: 2.95548 3.26778 2.30882  -1.48
C: 2.33596 1.16227 3.53638  -1.49
C: 4.73618 1.64930 3.00463  -2.24
C: -1.91558 -0.60032 -1.29397  1.70
S: -2.44020 0.29705 -2.68324  -0.24
C: -0.15158 -2.93955 1.77397  2.06
C: -0.93656 -2.69880 3.07689  -1.65
C: 1.30853 -2.53274 1.97390  -1.88
C: -0.22619 -4.42343 1.38073  -1.82
H: -4.65780 -2.51888 -0.53492  0.48
H: -4.22013 -1.95400 -2.15578  0.42
H: -4.72699 -0.79792 -0.93204  0.39
H: -2.76280 -3.02214 0.87759  0.54
H: -2.25293 5.35812 -0.60285  0.50
H: -1.61179 5.84065 -2.93189  0.42
H: -1.45995 4.38505 -3.92325  0.38
H: -0.01606 5.18397 -3.30822  0.39
H: -1.94974 6.08500 1.54694  0.37
H: -0.79807 5.11744 2.48612  0.29
H: -2.36236 5.55932 3.17164  0.47
H: -4.09643 5.01593 0.65121  0.36
H: -4.50443 4.51661 2.28425  0.46
H: -4.45329 3.31375 0.99535  0.35
H: -1.36120 2.67954 3.07507  0.21
H: -2.85010 1.94043 2.46384  0.32
H: -2.93015 3.20744 3.68982  0.48
H: 5.05479 0.19339 0.98985  0.66
H: 5.75355 -1.25129 -0.77815  0.42
H: 5.12042 -0.68057 -2.32404  0.41
H: 4.46925 -2.14780 -1.60472  0.43
H: 1.92056 3.39139 1.98680  0.17
H: 3.61467 3.73042 1.57167  0.37
H: 3.08681 3.79656 3.25250  0.46
H: 1.29686 1.26748 3.21897  0.20
H: 2.45618 1.66896 4.49362  0.50
H: 2.55569 0.10306 3.69061  0.31
H: 5.45616 2.07002 2.29946  0.49
H: 5.00383 0.61108 3.21264  0.46
H: 4.83991 2.20069 3.93800  0.41
H: -0.93444 -1.64231 3.35165  0.34
H: -0.46395 -3.25769 3.88402  0.48
H: -1.97070 -3.04047 3.01043  0.38
H: 1.39063 -1.48287 2.26386  0.17
H: 1.89502 -2.69435 1.06706  0.29
H: 1.73955 -3.14096 2.76818  0.61
H: -1.24949 -4.75689 1.19689  0.36
H: 0.16954 -5.02691 2.19706  0.53
H: 0.38188 -4.62383 0.49562  0.33
O: -0.65883 -2.58910 -3.22566  -0.03
B: -0.66023 -1.88729 -5.60711  0.43
O: -0.74561 -3.10836 -5.89140  -0.40
C: -0.73279 -4.20628 -4.98681  0.34
C: -0.75278 -5.49181 -5.46301  -0.84
C: -0.71885 -6.53124 -4.54474  -0.54
C: -0.66289 -6.25650 -3.18429  -0.82
C: -0.64418 -4.94763 -2.72226  -0.20
C: -0.67794 -3.90063 -3.62297  0.54
H: -0.79315 -5.67022 -6.52959  0.51
H: -0.73347 -7.55366 -4.89417  0.44
H: -0.63410 -7.06951 -2.47212  0.48
H: -0.60287 -4.72895 -1.66303  0.39

***

# 2
Below is a cluster of 2 separate species, H3NO2S in total in a non-equilibrium geometry, with properties calculated with ωB97M-V with the def2-TZVPD basis set.

## Properties
gap between HOMO and LUMO: 10.0 eV
energy relative to the best compared isomer or geometry (same formula, charge and spin): 21.4 kJ/mol

Last column: natural (NBO) charge in e.
Cartesian coordinates (Å):
N: -1.30038 0.15262 0.21636  -1.10
O: 2.32417 -1.04748 0.33440  -0.85
O: 2.08528 0.89326 -1.05302  -0.85
S: 1.65243 0.22623 0.09857  1.68
H: -1.28565 0.09997 -0.80718  0.37
H: -1.30602 -0.81354 0.59342  0.36
H: -2.16983 0.48895 0.61745  0.37

***

# 3
Below is a structure of composition H12O6 in a non-equilibrium geometry, with properties calculated with ωB97M-V with the def2-TZVPD basis set.

## Properties
gap between HOMO and LUMO: 9.5 eV
energy relative to the best compared isomer or geometry (same formula, charge and spin): 726.5 kJ/mol

Last column: natural (NBO) charge in e.
Cartesian coordinates (Å):
O: 3.43731 4.71309 23.37598  -0.87
H: 2.50182 4.68981 23.17461  0.50
H: 3.82590 5.20748 22.65431  0.52
O: 2.25895 3.56610 26.70442  -0.99
H: 2.05893 4.21056 26.02553  0.47
H: 2.99004 3.94811 27.19002  0.47
O: 2.64642 7.43386 27.46553  -1.01
H: 2.07297 7.07648 26.78754  0.41
H: 2.45961 8.37265 27.46750  0.42
O: 2.95169 5.24643 25.50138  -0.98
H: 3.11579 4.98475 24.59539  0.44
H: 2.85293 6.19772 25.46229  0.48
O: 1.49198 7.03183 25.94133  -0.82
H: 1.01256 7.85987 25.91406  0.51
H: 0.85208 6.37489 25.66708  0.50
O: 4.10076 2.72139 24.09884  -0.97
H: 3.65562 3.56874 24.09043  0.44
H: 3.67430 2.23325 24.80316  0.47

***

# 4
Below is a cluster of 2 separate species, C4H8N2 in total in a non-equilibrium geometry, with properties calculated with ωB97M-V with the def2-TZVPD basis set.

## Properties
gap between HOMO and LUMO (alpha / beta): 8.3 / 6.4 eV
energy relative to the best compared isomer or geometry (same formula, charge and spin): 598.9 kJ/mol

Last column: natural (NBO) charge in e.
Cartesian coordinates (Å):
C: 0.64187 -1.16357 0.19735  0.07
C: -1.99574 -0.16092 -0.26591  0.43
C: -1.54936 1.03540 0.34894  -0.78
C: 2.53773 0.18035 -0.30260  -0.46
N: -2.71942 -1.12589 -0.32839  -0.63
N: 1.14727 -0.08244 -0.00688  -0.51
H: 1.17583 -2.10444 -0.01995  0.13
H: -1.43882 0.82176 1.38338  0.26
H: -2.33671 1.83944 0.19504  0.23
H: -0.45587 1.23828 0.07766  0.29
H: 3.09921 -0.65605 -0.87418  0.18
H: 3.16776 0.16147 0.66569  0.22
H: 2.38634 1.07799 -0.93057  0.22
H: -3.66008 -1.06138 -0.13958  0.34

***

> Among the records above, which one has the highest energy relative to the best compared isomer or geometry (same formula, charge and spin)?

H12O6